# 1
{
  "formula": "C4H10N2O2",
  "method": "the ωB97M-V functional and the def2-TZVPD basis",
  "elements": ["C", "C", "N", "C", "N", "C", "O", "O", "H", "H", "H", "H", "H", "H", "H", "H", "H", "H"],
  "positions_angstrom": [[0.6129, -1.0231, -0.7221], [1.2584, 1.6057, -0.0840], [1.1567, 0.2816, 0.4879], [-1.5073, -0.1839, 0.1024], [-1.5296, -0.7701, 1.3184], [-0.7110, -0.5698, -0.9651], [0.6905, -2.1814, 0.0399], [-2.4786, 0.7478, -0.0455], [1.5748, -2.2201, 0.4254], [-2.2923, 1.2736, -0.8330], [1.9920, 0.1172, 1.0529], [1.2766, -1.0344, -1.5962], [-0.7601, -1.3927, 1.5094], [-2.1726, -0.4228, 2.0110], [-0.9308, -0.1742, -1.9446], [2.1790, 1.7778, -0.6654], [0.4303, 1.7812, -0.7794], [1.2112, 2.3878, 0.6879]],
  "forces_ev_per_angstrom": [[1.54, 1.87, 2.22], [0.29, 0.04, -0.46], [-0.43, -1.49, -1.13], [-0.27, -0.83, -0.86], [-0.10, 0.44, -0.69], [-1.11, 0.89, 0.22], [0.27, -0.18, 0.31], [-0.12, -0.14, 0.17], [-0.03, -0.14, -0.11], [0.00, -0.21, 0.06], [0.05, -0.44, -0.50], [-0.03, 0.15, 0.34], [-0.23, 0.01, 0.23], [0.41, 0.01, 0.06], [-0.11, 0.21, 0.00], [-0.03, 0.07, 0.04], [-0.05, -0.05, 0.15], [-0.05, -0.21, -0.06]],
  "mulliken_charge": [0.09, -0.87, -0.38, 0.47, -0.37, -0.70, -0.49, -0.57, 0.35, 0.36, 0.18, 0.24, 0.25, 0.22, 0.35, 0.31, 0.29, 0.28],
  "charge": 0,
  "lumo_energy_ha": 0.0293,
  "e_homo_ev": -7.6167,
  "molar_mass_g_mol": 118.14,
  "de_lowest_kcal_mol": 88.5
}

---

# 2
{
  "formula": "C4H24NO9",
  "method": "the ωB97M-V functional and the def2-TZVPD basis",
  "elements": ["O", "C", "C", "C", "C", "O", "N", "H", "H", "H", "H", "H", "H", "H", "H", "H", "H", "H", "H", "O", "H", "H", "O", "H", "H", "O", "H", "H", "O", "H", "H", "O", "H", "H", "O", "H", "H", "O"],
  "positions_angstrom": [[-0.7154, -0.1414, 2.9546], [-1.0298, -0.8524, 2.0494], [-1.3346, -0.1052, 0.6476], [-0.2405, -0.5453, -0.2996], [-0.6017, -1.9604, -0.9286], [-1.9480, -2.2254, -0.9459], [-1.1662, 1.3863, 0.6479], [-1.1083, -1.9306, 2.0027], [-2.3213, -0.3922, 0.2864], [0.7652, -0.4491, 0.2334], [-0.1474, 0.1866, -1.1395], [-0.0597, -2.8466, -0.3585], [-0.3474, -1.9662, -2.1515], [-2.1802, -2.5574, 0.0109], [-1.1206, 1.7324, -0.3451], [-2.0081, 1.9373, 0.9846], [-0.2033, 1.7219, 1.0655], [-3.2538, -3.7411, 1.2870], [-2.0650, -4.3568, 1.2938], [-2.4002, -3.4853, 1.3297], [1.9171, 2.2113, 1.7826], [1.2514, 2.5704, 3.0555], [1.0183, 2.5364, 2.1188], [-2.3424, 2.4971, -2.6186], [-0.7498, 2.5063, -2.3255], [-1.6975, 2.6757, -2.0028], [2.8298, -1.3118, 0.4608], [2.4953, -2.6099, -0.3622], [2.4320, -1.7028, -0.2918], [2.5076, -0.3315, -1.4151], [2.1963, 0.6341, -2.5246], [2.3218, 0.6615, -1.5841], [3.9576, 1.2693, 1.0625], [2.6964, 1.0003, 0.1283], [3.0311, 1.0183, 0.9791], [1.1895, 2.6650, -3.9193], [1.2969, 2.2993, -2.7109], [0.7338, 1.9550, -3.4490]],
  "forces_ev_per_angstrom": [[0.21, -0.67, 0.89], [-0.51, 3.29, -2.05], [0.79, -0.72, 0.56], [0.76, -0.45, -0.87], [2.44, -0.89, -2.10], [-1.57, -0.44, 2.46], [-0.09, 1.61, 0.21], [0.13, -0.41, 0.39], [0.01, 0.37, -0.13], [-1.55, -0.62, -0.75], [-0.28, -0.62, 0.51], [-0.55, 1.78, -1.26], [0.11, -0.03, 3.47], [0.31, 0.44, -2.55], [-0.41, -0.59, 0.50], [1.53, -0.82, 0.31], [-1.96, -0.43, 0.44], [-5.30, -0.35, -0.09], [1.84, -1.54, -0.06], [3.15, 1.47, 0.58], [-1.44, 0.25, -0.03], [-0.76, 0.09, 0.19], [2.01, -0.49, -0.47], [-1.77, -0.81, -2.55], [-2.41, 0.25, -0.47], [4.25, 0.41, 2.97], [0.87, 0.00, 1.40], [0.61, -2.88, 0.24], [-0.87, 2.58, -1.54], [-0.39, 1.72, 0.13], [-0.20, 0.34, -0.91], [0.66, -2.27, 0.51], [-0.19, -0.04, -0.68], [-0.30, 0.38, -3.32], [0.78, -0.20, 4.01], [-0.81, 0.09, -2.22], [-0.84, -1.45, 0.96], [1.73, 1.66, 1.31]],
  "mulliken_charge": [-0.43, -0.08, -0.30, 0.58, -0.61, -0.60, -0.08, 0.40, 0.66, 0.03, -0.13, 0.21, 0.25, 0.42, 0.08, 0.42, 0.38, 0.26, 0.29, -0.57, 0.38, 0.32, -0.73, 0.30, 0.35, -0.70, 0.26, 0.25, -0.57, 0.27, 0.41, -0.78, 0.30, 0.49, -0.68, 0.36, 0.26, -0.68],
  "charge": 1,
  "lumo_energy_ha": -0.0915,
  "e_homo_ev": -12.8760,
  "molar_mass_g_mol": 230.23,
  "de_lowest_kcal_mol": 83.2
}